Version A
The following is a quantum chemistry calculation of the molecule C5H14N2, from OMol25.

Cartesian coordinates (Å):
C1 -0.920 1.497 -1.689
C2 0.351 1.698 -0.774
C3 0.198 1.055 0.590
C4 0.745 -0.421 0.554
N1 1.090 -0.586 2.083
C5 -0.605 -1.314 0.182
N2 0.014 -2.701 0.137
H1 -1.435 0.556 -1.720
H2 -1.733 2.179 -1.300
H3 -0.668 1.841 -2.638
H4 1.294 1.353 -1.389
H5 0.475 2.808 -0.616
H6 -0.871 1.072 0.938
H7 0.870 1.586 1.334
H8 1.561 -0.414 -0.078
H9 0.250 -0.346 2.498
H10 1.300 -1.545 2.328
H11 -1.314 -1.283 0.977
H12 -0.919 -0.884 -0.760
H13 -0.553 -3.398 -0.246
H14 0.870 -2.753 -0.414

For the HOMO energy, the calculation gives -9.09 eV. Its LUMO energy is 1.106 eV. The calculation puts the molar mass at 102.2 g/mol. Its SMILES is CCC[C@@H](N)CN. For the gap between HOMO and LUMO, the calculation gives 10.197 eV.


Version B
The following is a quantum chemistry calculation of a structure of composition C5H14N2, from OMol25.

Cartesian coordinates (Å):
C1 -1.705 -1.692 0.199
C2 -1.132 -0.315 -0.096
N1 -1.883 0.364 -1.157
N2 -0.251 1.645 0.821
C3 -0.836 0.504 1.085
H1 -2.669 0.873 -0.769
H2 -1.287 1.037 -1.626
H3 0.092 2.163 1.623
H4 0.684 1.385 -0.079
H5 -0.765 0.037 2.068
H6 -2.739 -1.618 0.540
H7 -1.122 -2.210 0.962
H8 -1.709 -2.288 -0.711
C4 2.359 -0.251 0.169
C5 1.687 0.587 -0.897
H9 1.599 -0.658 0.860
H10 3.012 0.359 0.798
H11 2.949 -1.074 -0.241
H12 1.512 0.040 -1.821
H13 2.264 1.467 -1.176
H14 -0.061 -0.355 -0.554

For the HOMO energy, the calculation gives -7.99 eV. Its LUMO energy is 0.475 eV. The calculation puts the molar mass at 102.2 g/mol. For the gap between HOMO and LUMO, the calculation gives 8.463 eV.


The data favor version A; the next most stable structure lies 0.0491 hartree above it.


Version A
The following is a quantum chemistry calculation of the molecule C2H3N3OS2, from OMol25.

Cartesian coordinates (Å):
O1 -1.114 -1.002 2.122
C1 -0.761 -0.502 1.045
N1 -0.989 0.763 0.516
C2 -0.178 0.925 -0.581
S1 -0.521 2.199 -1.703
N2 0.571 -0.276 -0.886
N3 0.292 -1.211 0.173
S2 1.677 -2.049 0.710
H1 -1.749 2.618 -1.124
H2 0.733 -0.587 -1.768
H3 2.039 -0.878 1.496

For the HOMO energy, the calculation gives -9.48 eV. Its LUMO energy is -0.216 eV. The calculation puts the molar mass at 149.2 g/mol. Its SMILES is O=c1nc(S)[nH]n1S. For the gap between HOMO and LUMO, the calculation gives 9.269 eV.


Version B
The following is a quantum chemistry calculation of the molecule C2H3N3OS2, from OMol25.

Cartesian coordinates (Å):
C1 2.640 -0.033 0.296
C2 -0.961 0.354 -0.495
N1 1.994 -0.970 0.622
N2 -2.060 1.117 -0.339
N3 -0.823 -0.726 0.450
O1 -0.097 0.620 -1.362
S1 0.414 -1.647 0.072
S2 3.583 1.144 0.103
H1 -2.593 0.818 0.422
H2 -2.537 1.524 -1.067
H3 0.440 -2.199 1.297

For the HOMO energy, the calculation gives -9.33 eV. Its LUMO energy is -0.425 eV. The calculation puts the molar mass at 149.2 g/mol. For the gap between HOMO and LUMO, the calculation gives 8.909 eV.


The data favor version B; the next most stable structure lies 0.0152 hartree above it.


Version A
The following is a quantum chemistry calculation of the molecule CH3ClOS2, from OMol25.

Cartesian coordinates (Å):
O1 -1.891 0.549 -0.026
C1 -0.707 -0.165 0.008
S1 0.597 0.816 0.963
S2 2.141 0.528 -0.291
Cl1 3.062 -0.974 0.682
H1 -2.007 0.748 -0.895
H2 -0.763 -1.135 0.610
H3 -0.433 -0.366 -1.050

For the HOMO energy, the calculation gives -9.08 eV. Its LUMO energy is 0.189 eV. The calculation puts the molar mass at 130.6 g/mol. Its SMILES is OCSSCl. For the gap between HOMO and LUMO, the calculation gives 9.268 eV.


Version B
The following is a quantum chemistry calculation of the molecule CH3ClOS2, from OMol25.

Cartesian coordinates (Å):
C1 0.482 -1.141 -0.245
O1 -0.530 1.330 -1.142
S1 -0.707 -0.534 0.987
S2 -1.243 1.265 0.102
Cl1 -0.112 2.863 1.717
H1 1.457 -0.710 -0.042
H2 0.139 -0.852 -1.234
H3 0.513 -2.220 -0.144

For the HOMO energy (alpha / beta), the calculation gives -9.87 / -9.87 eV. Its LUMO energy (alpha / beta) is -1.772 / -1.772 eV. The calculation puts the molar mass at 130.6 g/mol. For the gap between HOMO and LUMO (alpha / beta), the calculation gives 8.094 / 8.094 eV.


The data favor version A; the next most stable structure lies 0.0144 hartree above it.


Version A
The following is a quantum chemistry calculation of a cluster of 3 separate species, C3H12O2S in total, from OMol25.

Cartesian coordinates (Å):
C1 -1.679 1.320 1.377
C2 -0.198 1.132 1.071
S1 0.543 1.860 -0.427
C3 -0.988 2.038 -1.501
H1 -2.089 1.115 2.363
H2 -1.913 2.376 1.221
H3 -2.162 0.783 0.515
H4 0.470 1.514 1.858
H5 0.004 0.060 0.927
H6 -1.576 2.746 -0.906
H7 -1.439 1.067 -1.501
H8 -0.942 2.570 -2.465
O1 2.981 -2.028 -1.225
H9 3.070 -1.158 -1.634
H10 2.274 -1.907 -0.583
O2 1.224 -4.144 0.485
H11 0.460 -4.612 0.128
H12 1.960 -4.732 0.297

For the HOMO energy, the calculation gives -8.48 eV. Its LUMO energy is 0.765 eV. The calculation puts the molar mass at 112.2 g/mol. Its SMILES is CCSC.O.O. For the gap between HOMO and LUMO, the calculation gives 9.247 eV.


Version B
The following is a quantum chemistry calculation of a cluster of 3 separate species, C3H12O2S in total, from OMol25.

Cartesian coordinates (Å):
C1 1.158 -2.327 0.476
C2 0.337 -1.050 0.536
C3 1.282 0.105 0.331
S1 0.627 1.791 0.153
H1 0.710 -3.229 0.934
H2 1.931 -2.092 1.223
H3 1.691 -2.572 -0.433
H4 -0.703 -1.180 0.051
H5 0.059 -0.911 1.617
H6 1.959 -0.034 -0.528
H7 2.054 0.299 1.152
H8 1.361 2.143 -0.859
O1 -2.776 3.234 0.200
H9 -2.953 3.539 1.124
H10 -2.953 2.314 0.220
O2 -1.554 -0.238 -1.995
H11 -1.308 0.157 -2.821
H12 -0.922 0.051 -1.383

For the HOMO energy, the calculation gives -9.17 eV. Its LUMO energy is 0.721 eV. The calculation puts the molar mass at 112.2 g/mol. Its SMILES is CCCS.O.O. For the gap between HOMO and LUMO, the calculation gives 9.888 eV.


Version C
The following is a quantum chemistry calculation of a cluster of 3 separate species, C3H12O2S in total, from OMol25.

Cartesian coordinates (Å):
C1 1.920 2.851 -2.132
C2 1.594 1.655 -1.230
C3 2.635 0.523 -1.356
S1 2.061 -1.119 -1.011
H1 1.245 3.664 -1.838
H2 1.582 2.627 -3.147
H3 2.937 3.215 -2.070
H4 1.532 1.923 -0.170
H5 0.591 1.348 -1.497
H6 3.512 0.825 -0.787
H7 3.039 0.570 -2.378
H8 1.761 -1.435 -2.267
O1 -4.321 -3.637 1.787
H9 -4.373 -4.248 2.509
H10 -4.934 -3.832 1.083
O2 -3.548 -1.840 5.150
H11 -2.845 -1.415 4.691
H12 -4.389 -1.675 4.663

For the HOMO energy, the calculation gives -8.98 eV. Its LUMO energy is 0.809 eV. The calculation puts the molar mass at 112.2 g/mol. Its SMILES is CCCS.O.O. For the gap between HOMO and LUMO, the calculation gives 9.793 eV.


The data favor version C; the next most stable structure lies 0.0123 hartree above it.